Formula: C26H28F8IO29P
Source: the OMol25 dataset
Level of theory: ωB97M-V with the def2-TZVPD basis set

Summary:
- energy (eV) = -125927.557
- charge = 0
- gap between HOMO and LUMO (hartree) = 0.3592
- HOMO energy (eV) = -9.8

Structure (XYZ):
```
93
C26H28F8IO29P (ωB97M-V with the def2-TZVPD basis set)
O 3.28711 -2.29537 6.70112
C 2.84723 -1.83710 5.70414
I 3.24723 -2.67802 3.77034
C 1.99586 -0.57526 5.65804
O 0.79026 -0.76119 4.92400
P -0.41981 -1.40181 5.71988
O -0.51754 -1.06801 7.14588
O -1.64817 -0.90798 4.85397
O -0.33004 -2.96283 5.47441
H 1.81388 -0.23159 6.67517
H 2.57367 0.18311 5.12609
H -2.38458 -0.71770 5.45222
H -0.42786 -3.41277 6.33168
C 1.43009 -2.18514 9.79181
C 0.24253 -3.08921 9.55865
O 0.30290 -3.96972 10.66364
C 0.92683 -3.31297 11.68487
O 0.93261 -3.67144 12.81254
O 1.52400 -2.18976 11.22075
F 0.36938 -3.80910 8.41197
H 2.33741 -2.61300 9.36253
H 1.28184 -1.17762 9.41520
H -0.72047 -2.57908 9.54697
C 4.83448 -0.81466 -1.19328
C 3.47109 -0.82983 -0.54008
O 3.71626 -0.19530 0.69953
C 4.78200 0.64422 0.53052
O 5.09564 1.48942 1.29817
O 5.41334 0.36847 -0.63117
F 3.02323 -2.09328 -0.31220
H 5.42391 -1.68264 -0.89205
H 4.79858 -0.74778 -2.27730
H 2.70614 -0.27327 -1.08233
C -2.74232 -6.74527 5.68853
C -4.02015 -6.19177 5.09311
O -4.28363 -5.07347 5.92203
C -3.09746 -4.64200 6.42738
O -2.92369 -3.59945 6.96386
O -2.13248 -5.56646 6.22064
F -5.04985 -7.06412 5.17852
H -2.96117 -7.44075 6.49976
H -2.08764 -7.21795 4.96244
H -3.93036 -5.85381 4.05940
C 1.65240 2.21758 -4.80221
C 2.23998 2.53014 -3.44310
O 2.98305 1.35351 -3.16198
C 3.35792 0.81223 -4.35536
O 4.18771 -0.02953 -4.47182
O 2.66375 1.36737 -5.36445
F 1.28342 2.67585 -2.48030
H 0.71978 1.66229 -4.72434
H 1.50469 3.09915 -5.41949
H 2.90129 3.39278 -3.41282
C -3.09875 3.52427 -2.71044
C -1.93102 2.56662 -2.82954
O -1.14520 3.18006 -3.83277
C -1.38230 4.51678 -3.79206
O -0.69809 5.33586 -4.30893
O -2.48807 4.77313 -3.05612
F -2.29403 1.33482 -3.25972
H -3.87727 3.28486 -3.43615
H -3.52506 3.57498 -1.71303
H -1.33496 2.45786 -1.92194
C -2.57868 -2.77116 -4.39382
C -3.20955 -2.22933 -5.65955
O -2.63567 -0.93563 -5.74779
C -1.42335 -0.97673 -5.12347
O -0.58695 -0.14602 -5.24083
O -1.31698 -2.09525 -4.37869
F -4.55344 -2.11028 -5.55811
H -3.15897 -2.48208 -3.51662
H -2.43220 -3.84706 -4.40265
H -2.97156 -2.78906 -6.56555
C -3.42508 1.17907 -8.63038
C -2.18120 0.32479 -8.72460
O -1.37834 1.05148 -9.63138
C -1.73228 2.36729 -9.54100
O -1.10912 3.26842 -9.98291
O -2.90128 2.48787 -8.85994
F -2.44252 -0.90591 -9.23899
H -4.13339 0.92422 -9.42056
H -3.91545 1.12533 -7.66228
H -1.64507 0.20608 -7.78267
C 1.15276 6.87573 -2.23469
C 1.72872 7.13801 -0.85876
O 2.50677 5.97758 -0.62344
C 2.88271 5.48213 -1.82931
O 3.71852 4.65463 -1.99433
O 2.17367 6.06068 -2.82362
F 0.76789 7.22949 0.09056
H 0.22635 6.30856 -2.17482
H 0.99120 7.77370 -2.82290
H 2.37294 8.01611 -0.79165
```


Formula: C2H8AlF4NPS
Source: the OMol25 dataset
Level of theory: ωB97M-V with the def2-TZVPD basis set

Summary:
- energy (eV) = -41296.650
- charge = -1
- gap between HOMO and LUMO (hartree) = 0.3407
- HOMO energy (eV) = -6.4

Structure (XYZ):
```
18
C2H8AlF4NPS (ωB97M-V with the def2-TZVPD basis set)
C -1.04978 0.91661 -0.63582
C -0.79422 -0.59998 -0.64314
N 0.61839 -0.94699 -0.44781
P 1.70626 -1.21362 -1.69218
S 1.21063 0.02203 -3.39038
H -1.72260 1.16995 0.18406
H -1.50043 1.27859 -1.56162
H -0.12108 1.46010 -0.46551
H -1.34839 -1.05751 0.17692
H -1.14442 -1.06706 -1.56726
H 1.00942 -0.28986 0.22946
H 1.11744 -2.39471 -2.21159
H -0.12870 -0.01210 -3.30932
F -0.15106 2.08351 3.48074
Al 0.43053 0.54676 3.09635
F 1.53308 0.67360 1.79905
F -0.84586 -0.41234 2.52803
F 1.18081 -0.15698 4.43002
```


Formula: C3H11NO4
Source: the OMol25 dataset
Level of theory: ωB97M-V with the def2-TZVPD basis set

Summary:
- energy (eV) = -12968.267
- charge = 0
- gap between HOMO and LUMO (hartree) = 0.3727
- energy relative to the best compared isomer or geometry (same formula, charge and spin) (kcal per mole) = 64.4
- HOMO energy (eV) = -9.7

Structure (XYZ):
```
19
C3H11NO4 (ωB97M-V with the def2-TZVPD basis set)
H 0.58156 -1.66589 -0.01066
O 1.38172 -1.43766 0.96393
O -0.15694 -1.63501 -0.98225
H 2.33435 -1.73952 0.65917
H 1.20892 -0.43854 0.69192
C -1.26156 -0.96676 -0.62175
O -2.26031 -0.91576 -1.32839
C -1.19386 -0.28078 0.75446
H -2.18790 0.13480 0.89641
N -0.22078 0.84241 0.81411
H -0.11670 1.11673 1.78859
H -1.03462 -1.11791 1.45354
C -0.47142 2.04233 -0.06160
H -0.06522 2.95321 0.42290
H 0.10667 1.89527 -0.88840
H -1.51745 2.12656 -0.44364
O 1.98111 -0.19577 -1.22920
H 1.83992 -0.86479 -1.82974
H 1.05250 0.14708 -1.04941
```


Formula: C15H25Cl2N2O7P2Ru
Source: the OMol25 dataset
Level of theory: ωB97M-V with the def2-TZVPD basis set

Summary:
- multiplicity = 5
- energy (eV) = -79475.638
- charge = +1
- gap between HOMO and LUMO (alpha / beta) (hartree) = 0.2988 / 0.2395
- energy relative to the best compared isomer or geometry (same formula, charge and spin) (kcal per mole) = 14.5
- HOMO energy (alpha / beta) (eV) = -11.8 / -12.1

Structure (XYZ):
```
54
C15H25Cl2N2O7P2Ru (ωB97M-V with the def2-TZVPD basis set)
Ru 0.01576 -0.14550 0.68939
N 4.24307 -1.90809 -0.73098
C 3.62525 -1.24687 0.49593
C 4.60733 -1.27921 1.67255
P 2.13303 -2.21168 0.93132
O 1.35041 -2.12499 -0.51763
O 2.46235 -3.60450 1.25337
O 1.29357 -1.32866 1.85868
P 3.21291 0.47660 -0.12042
O 4.18966 1.43539 0.68481
O 3.55481 0.39352 -1.57428
O 1.81332 0.86902 0.32061
H 5.22679 -2.11729 -0.57724
H 4.12851 -1.18148 -1.47519
H 3.76988 -2.77082 -0.99406
H 4.77253 -2.30510 2.00520
H 4.20480 -0.70950 2.50857
H 5.55904 -0.82062 1.39921
H 0.98373 -2.99850 -0.72537
H 4.83242 1.87856 0.11437
Cl 0.03747 0.78578 3.50978
C -0.45347 2.45600 3.16519
Cl -0.72701 2.63884 1.42688
H 0.35059 3.11058 3.46856
H -1.37255 2.66715 3.69287
C -1.43186 -1.67584 1.07636
C -2.67484 -0.94562 0.93521
C -3.12900 -0.12904 1.98049
C -4.29107 0.60500 1.84871
C -5.01809 0.52355 0.66587
C -4.59005 -0.30419 -0.38003
C -3.42886 -1.02213 -0.24537
C -6.22921 1.29524 0.52063
N -7.19401 1.90939 0.40179
H -1.27211 -2.52214 0.42025
H -1.12242 -1.87462 2.10074
H -2.56703 -0.09340 2.90619
H -4.65001 1.23165 2.65536
H -5.17653 -0.36426 -1.28718
H -3.08193 -1.65291 -1.05646
C 0.07247 2.30984 -2.09546
C -0.61792 0.95814 -2.14354
C 0.25536 -0.07378 -2.83543
C -1.96804 1.07130 -2.83182
O -0.91368 0.53232 -0.77680
H 0.23856 2.66682 -3.11175
H 1.03545 2.24006 -1.58943
H -0.55448 3.03919 -1.57587
H 0.30696 0.14188 -3.90367
H -0.17412 -1.07093 -2.70644
H 1.27009 -0.06122 -2.43222
H -1.83405 1.47737 -3.83626
H -2.62738 1.73750 -2.27084
H -2.44640 0.09221 -2.91512
```


The max |F| results, record by record, are as follows: 0.019 0.016 0.082 0.011 hartree/bohr.